{"formula": "C40H36N2P2Se3Sn", "method": "ωB97M-V/def2-TZVPD", "e_lumo_ev": 0.126, "gap_ev": 8.0, "e_above_lowest_kcal_mol": 0.0, "e_homo_ev": -7.8, "elements": ["Sn", "C", "N", "C", "C", "C", "C", "C", "C", "C", "C", "H", "H", "H", "H", "H", "H", "H", "H", "H", "H", "H", "H", "Se", "P", "Se", "C", "C", "C", "C", "C", "C", "C", "C", "C", "C", "C", "C", "H", "H", "H", "H", "H", "H", "H", "H", "H", "H", "C", "C", "C", "C", "C", "C", "P", "C", "C", "C", "C", "C", "C", "C", "C", "C", "C", "C", "C", "H", "H", "H", "H", "H", "H", "H", "H", "H", "H", "H", "H", "H", "H", "Se", "C", "N"], "xyz": [[-0.628, -0.339, -0.303], [0.992, 2.332, 1.055], [1.419, 1.057, 0.485], [2.397, 1.287, -0.574], [1.981, 0.217, 1.540], [0.922, -0.468, 2.365], [1.154, -0.795, 3.699], [0.219, -1.517, 4.422], [-0.967, -1.927, 3.823], [-1.209, -1.610, 2.494], [-0.263, -0.884, 1.795], [1.819, 2.843, 1.570], [0.193, 2.159, 1.778], [0.617, 2.983, 0.268], [3.295, 1.791, -0.191], [1.945, 1.902, -1.352], [2.698, 0.334, -1.010], [2.651, 0.794, 2.193], [2.576, -0.567, 1.063], [2.084, -0.486, 4.165], [0.421, -1.767, 5.456], [-1.710, -2.472, 4.391], [-2.136, -1.917, 2.029], [-2.571, 1.971, 2.446], [-2.474, 2.989, 0.613], [-1.539, 1.987, -1.167], [-4.067, 3.699, 0.085], [-4.726, 4.426, 1.071], [-5.970, 4.974, 0.809], [-6.555, 4.787, -0.435], [-5.890, 4.071, -1.419], [-4.639, 3.531, -1.166], [-1.462, 4.517, 0.766], [-1.021, 5.177, -0.378], [-0.217, 6.299, -0.268], [0.129, 6.783, 0.986], [-0.336, 6.148, 2.127], [-1.125, 5.011, 2.019], [-4.266, 4.543, 2.045], [-6.484, 5.542, 1.573], [-7.536, 5.198, -0.638], [-6.352, 3.927, -2.387], [-4.118, 2.963, -1.925], [-1.294, 4.794, -1.354], [0.145, 6.795, -1.160], [0.764, 7.655, 1.071], [-0.078, 6.537, 3.104], [-1.462, 4.491, 2.907], [5.043, -2.867, 1.284], [4.872, -2.427, -0.020], [3.625, -2.503, -0.628], [2.540, -3.022, 0.071], [2.716, -3.451, 1.388], [3.962, -3.379, 1.989], [0.849, -3.168, -0.597], [0.852, -4.888, -1.224], [1.896, -5.790, -1.046], [1.805, -7.068, -1.579], [0.676, -7.457, -2.284], [-0.377, -6.567, -2.445], [-0.295, -5.293, -1.909], [0.970, -2.222, -2.146], [1.497, -2.721, -3.337], [1.551, -1.913, -4.460], [1.079, -0.610, -4.409], [0.535, -0.107, -3.235], [0.482, -0.909, -2.105], [6.019, -2.807, 1.748], [5.708, -2.021, -0.575], [3.509, -2.153, -1.645], [1.864, -3.841, 1.935], [4.084, -3.703, 3.014], [2.782, -5.503, -0.496], [2.624, -7.763, -1.441], [0.617, -8.454, -2.701], [-1.265, -6.870, -2.984], [-1.122, -4.600, -2.022], [1.852, -3.745, -3.379], [1.962, -2.300, -5.384], [1.117, 0.016, -5.292], [0.133, 0.900, -3.209], [-2.716, -1.920, -0.835], [-3.985, -0.711, -0.400], [-4.785, 0.069, -0.124]], "lowdin_charge": [0.8060, -0.1281, -0.3324, -0.0774, -0.1621, -0.2563, -0.0406, -0.0766, -0.0736, -0.1454, -0.2890, 0.1058, 0.0374, 0.0360, 0.1009, 0.0887, 0.0742, 0.1342, 0.1081, 0.1133, 0.1023, 0.1055, 0.0683, 0.3345, 0.1988, 0.4463, -0.3959, -0.1050, -0.0736, -0.0821, -0.0770, -0.1053, -0.4244, -0.1247, -0.0782, -0.0851, -0.0761, -0.1180, 0.0896, 0.1045, 0.1025, 0.1045, 0.0662, 0.0756, 0.1038, 0.1020, 0.1040, 0.0588, -0.0823, -0.0775, -0.0912, -0.3945, -0.1136, -0.0766, 1.0749, -0.3693, -0.0807, -0.0822, -0.0878, -0.0787, -0.1016, -0.4326, -0.0829, -0.0716, -0.0714, -0.1365, -0.3422, 0.1028, 0.1047, 0.1000, 0.1129, 0.1062, 0.0986, 0.1033, 0.1020, 0.1052, 0.0909, 0.1117, 0.1058, 0.1063, 0.0575, 0.6207, -0.8499, 0.0747]}

{"formula": "C40H37GeN2O7PY", "method": "ωB97M-V/def2-TZVPD", "total_charge": -1, "e_lumo_ev": 2.392, "gap_ev": 6.1, "e_above_lowest_kcal_mol": 33.1, "e_homo_ev": -3.7, "elements": ["Y", "O", "C", "O", "C", "P", "C", "C", "C", "C", "C", "C", "C", "C", "C", "C", "C", "C", "H", "H", "H", "H", "H", "H", "H", "H", "H", "H", "H", "H", "C", "C", "N", "C", "C", "N", "C", "O", "O", "C", "O", "O", "H", "H", "H", "H", "H", "C", "O", "H", "H", "H", "H", "C", "Ge", "C", "C", "C", "C", "C", "C", "C", "C", "C", "C", "C", "C", "C", "C", "C", "C", "C", "C", "H", "H", "H", "H", "H", "H", "H", "H", "H", "H", "H", "H", "H", "H", "H", "H"], "xyz": [[-0.089, 1.605, 0.120], [-4.004, 3.814, 1.447], [-3.382, 2.946, 0.854], [-2.109, 2.907, 0.668], [-4.121, 1.721, 0.275], [-2.959, 0.313, 0.549], [-2.809, 0.355, 2.389], [-3.674, 1.065, 3.219], [-3.501, 1.043, 4.597], [-2.480, 0.298, 5.167], [-1.631, -0.434, 4.350], [-1.789, -0.403, 2.971], [-4.072, -1.136, 0.397], [-5.006, -1.176, -0.638], [-5.788, -2.301, -0.847], [-5.639, -3.412, -0.030], [-4.705, -3.390, 0.995], [-3.924, -2.263, 1.205], [-4.237, 1.868, -0.801], [-5.105, 1.578, 0.717], [-4.484, 1.653, 2.808], [-4.175, 1.613, 5.226], [-2.351, 0.288, 6.244], [-0.833, -1.031, 4.777], [-1.114, -0.956, 2.321], [-5.123, -0.316, -1.286], [-6.502, -2.317, -1.662], [-6.242, -4.297, -0.195], [-4.581, -4.252, 1.639], [-3.191, -2.259, 2.000], [3.823, -0.183, 1.744], [3.766, 1.186, 1.164], [2.703, 1.814, 0.710], [3.137, 3.027, 0.240], [4.492, 3.136, 0.424], [4.863, 1.960, 1.017], [5.528, 4.158, 0.157], [5.133, 5.243, -0.449], [6.677, 3.947, 0.501], [2.216, 3.974, -0.461], [2.696, 5.049, -0.877], [1.022, 3.605, -0.609], [3.187, -0.255, 2.626], [4.848, -0.430, 2.020], [3.464, -0.912, 1.017], [5.819, 1.754, 1.259], [4.117, 5.195, -0.631], [0.411, 2.882, 3.777], [-0.200, 2.540, 2.541], [-0.066, 2.351, 4.602], [0.365, 3.958, 3.954], [1.455, 2.579, 3.708], [-1.069, 2.961, 2.457], [0.414, -0.579, 0.536], [0.893, -1.029, -1.247], [1.613, -2.889, -1.412], [1.743, -3.674, -0.271], [2.277, -4.955, -0.339], [2.689, -5.471, -1.560], [2.547, -4.708, -2.711], [2.014, -3.429, -2.634], [-0.777, -1.112, -2.331], [-1.549, -2.266, -2.186], [-2.725, -2.442, -2.897], [-3.176, -1.445, -3.753], [-2.445, -0.276, -3.887], [-1.254, -0.118, -3.186], [2.276, 0.068, -2.216], [1.982, 1.358, -2.660], [2.973, 2.240, -3.066], [4.303, 1.847, -3.024], [4.621, 0.566, -2.591], [3.619, -0.310, -2.197], [1.327, -0.563, 1.154], [1.407, -3.261, 0.676], [2.370, -5.555, 0.560], [3.120, -6.464, -1.616], [2.849, -5.113, -3.671], [1.905, -2.830, -3.534], [-1.203, -3.036, -1.504], [-3.298, -3.354, -2.776], [-4.095, -1.581, -4.312], [-2.793, 0.511, -4.546], [-0.680, 0.788, -3.349], [0.950, 1.703, -2.695], [2.711, 3.240, -3.390], [5.085, 2.534, -3.321], [5.658, 0.252, -2.555], [3.882, -1.308, -1.859]], "lowdin_charge": [1.4677, 0.0263, -0.7450, -0.2275, -0.2630, 1.0583, -0.3578, -0.0729, -0.0833, -0.1067, -0.0899, -0.1352, -0.3425, -0.1134, -0.1016, -0.1049, -0.0872, -0.0756, 0.0836, 0.0867, 0.0965, 0.0997, 0.0951, 0.1006, 0.0482, 0.0967, 0.0994, 0.0948, 0.0990, 0.0932, -0.0023, -0.3446, 0.1470, -0.1302, -0.0880, 0.1802, -0.5088, 0.1184, 0.0674, -0.5713, 0.0435, -0.1111, 0.0831, 0.0785, 0.0678, 0.1649, 0.0423, -0.1017, -0.2029, 0.0751, 0.0885, 0.0801, 0.0688, -0.4957, 0.7453, -0.2886, -0.1203, -0.1060, -0.1166, -0.1066, -0.1198, -0.2779, -0.1098, -0.0990, -0.1133, -0.1036, -0.1252, -0.2629, -0.1526, -0.0911, -0.0932, -0.0930, -0.1206, -0.1242, 0.0818, 0.0918, 0.0902, 0.0927, 0.1028, 0.1009, 0.0997, 0.0955, 0.0957, 0.0705, 0.0646, 0.1117, 0.1024, 0.0973, 0.0928]}

{"formula": "C40H37N8O4PPbS", "method": "ωB97M-V/def2-TZVPD", "total_charge": -1, "e_lumo_ev": [1.771, 1.769], "gap_ev": [4.3, 4.9], "s2": 0.78, "e_homo_ev": [-2.5, -3.2], "spin_multiplicity": 2, "elements": ["Pb", "C", "C", "C", "C", "N", "C", "C", "C", "C", "C", "C", "N", "C", "C", "C", "C", "C", "N", "H", "H", "H", "H", "H", "H", "H", "H", "H", "H", "H", "C", "C", "C", "C", "C", "C", "N", "C", "C", "C", "C", "C", "C", "N", "N", "C", "C", "C", "C", "C", "N", "H", "H", "H", "H", "H", "H", "H", "H", "H", "H", "H", "H", "H", "O", "N", "C", "C", "C", "C", "C", "S", "H", "H", "H", "H", "C", "O", "P", "O", "C", "O", "C", "H", "H", "H", "H", "H", "H", "H", "H", "H"], "xyz": [[0.626, -0.843, -0.152], [-3.414, -0.531, -2.786], [-3.884, 0.757, -2.589], [-3.208, 1.606, -1.735], [-2.071, 1.151, -1.078], [-1.662, -0.111, -1.228], [-2.301, -0.924, -2.066], [-1.171, 2.109, -0.296], [-1.812, 3.487, 0.085], [-1.255, 3.995, 1.374], [-0.211, 3.428, 1.977], [0.343, 2.146, 1.490], [-0.285, 1.449, 0.639], [1.745, 1.745, 1.865], [2.425, 2.313, 2.933], [3.786, 2.074, 3.073], [4.434, 1.293, 2.139], [3.673, 0.727, 1.120], [2.371, 0.937, 0.997], [-3.889, -1.210, -3.482], [-4.762, 1.110, -3.119], [-3.554, 2.620, -1.607], [-1.882, -1.922, -2.157], [-2.904, 3.529, 0.099], [-1.699, 4.894, 1.789], [0.211, 3.883, 2.865], [1.901, 2.925, 3.655], [4.333, 2.507, 3.902], [5.496, 1.102, 2.200], [4.120, 0.069, 0.383], [-1.879, 4.480, -2.388], [-1.100, 4.167, -1.145], [-0.217, 2.898, -1.288], [0.008, 2.227, -2.620], [-0.673, 2.738, -3.696], [-1.615, 3.831, -3.537], [0.687, 1.080, -2.512], [1.680, 0.591, -3.292], [2.494, 1.409, -4.108], [3.577, 0.904, -4.805], [3.872, -0.459, -4.763], [3.064, -1.299, -4.016], [1.989, -0.809, -3.261], [1.212, -1.620, -2.447], [1.277, -2.922, -2.693], [0.633, -3.723, -1.820], [0.694, -5.126, -2.065], [0.118, -5.999, -1.188], [-0.550, -5.508, -0.047], [-0.587, -4.146, 0.125], [-0.042, -3.265, -0.722], [-2.604, 5.288, -2.350], [-0.543, 5.057, -0.831], [0.746, 3.009, -0.794], [-0.567, 2.278, -4.671], [-2.173, 4.123, -4.423], [2.263, 2.469, -4.136], [4.210, 1.575, -5.378], [4.730, -0.847, -5.299], [3.259, -2.362, -3.953], [1.229, -5.463, -2.942], [0.188, -7.067, -1.357], [-1.009, -6.170, 0.675], [-1.068, -3.712, 0.999], [0.774, -1.313, 2.516], [1.968, -1.439, 3.064], [2.153, -0.892, 4.289], [3.322, -1.012, 4.989], [4.365, -1.740, 4.411], [4.192, -2.265, 3.155], [2.997, -2.100, 2.412], [2.832, -2.672, 0.818], [1.291, -0.361, 4.665], [3.410, -0.551, 5.963], [5.295, -1.887, 4.946], [4.978, -2.820, 2.665], [-3.985, -2.972, 0.629], [-3.618, -2.281, 1.825], [-2.689, -0.930, 1.658], [-2.856, -0.484, 3.218], [-1.710, -0.140, 3.998], [-3.775, 0.076, 0.973], [-5.050, 0.315, 1.562], [-4.906, -3.513, 0.838], [-3.213, -3.681, 0.330], [-4.163, -2.280, -0.199], [-1.774, 0.915, 4.272], [-0.784, -0.327, 3.448], [-1.717, -0.748, 4.902], [-5.728, 0.597, 0.758], [-4.985, 1.132, 2.282], [-5.427, -0.572, 2.069]], "lowdin_spin": [0.0114, 0.0001, -0.0001, 0.0004, 0.0003, 0.0045, 0.0018, 0.0002, 0.0004, 0.0003, 0.0001, 0.0009, 0.0022, 0.0002, 0.0000, 0.0002, 0.0000, 0.0000, -0.0007, 0.0001, 0.0000, 0.0001, 0.0009, 0.0000, 0.0000, 0.0000, 0.0000, 0.0000, 0.0000, 0.0000, 0.0060, 0.0013, 0.0005, 0.0024, 0.0070, 0.0011, 0.0255, 0.0427, 0.0041, 0.0626, -0.0014, 0.0585, -0.0015, 0.3302, 0.1557, 0.0540, 0.0313, 0.0249, 0.0674, 0.0042, 0.0852, 0.0004, 0.0003, 0.0002, 0.0004, -0.0001, -0.0017, 0.0045, -0.0018, 0.0046, 0.0003, 0.0001, 0.0048, -0.0010, 0.0013, 0.0000, 0.0001, -0.0001, 0.0001, 0.0000, 0.0003, 0.0005, 0.0000, 0.0000, 0.0000, 0.0000, 0.0000, 0.0001, 0.0009, 0.0002, 0.0000, 0.0001, 0.0000, 0.0000, 0.0001, 0.0000, 0.0000, 0.0000, 0.0000, 0.0000, 0.0000, 0.0000]}